No. 1
99
Properties=species:S:1:pos:R:3 method="wB97M-V/def2-TZVPD" charge=0 homo_energy_ev=-8.36
C -5.42088 5.45652 -3.56014
C -5.12137 3.90999 -3.51040
C -3.60598 3.56633 -3.84808
C -3.48100 1.98486 -4.01582
N -4.62714 1.23042 -3.38211
C -4.04683 0.21356 -2.51497
C -3.50501 -1.05780 -2.99931
C -2.90129 -2.03215 -2.09238
C -2.80539 -1.76502 -0.66650
C -3.35160 -0.47693 -0.18688
C -3.96095 0.49149 -1.06858
S -3.15240 -0.19976 1.61403
C -1.45605 -0.86194 1.85309
C -0.48107 -0.18208 2.69396
C -0.96883 1.13023 3.40274
C -1.09225 2.34897 2.38083
C -1.80272 3.60363 3.07348
C 0.87600 -0.73725 2.80829
C 1.88999 0.04276 3.69921
C 2.46633 1.33400 2.98336
C 3.05154 1.08617 1.54433
S 4.88816 0.95408 1.48651
O 5.37854 1.94294 0.52628
O 5.33710 -0.37003 1.04396
O 5.59397 1.22401 2.94926
C 1.20109 -1.97596 2.03993
B 2.71631 -2.56062 2.12590
N 3.26669 -2.90924 3.42917
O 3.44244 -2.71537 0.91175
C 0.18770 -2.66755 1.20853
C 0.52185 -3.95999 0.40115
C 0.23732 -5.33410 1.14070
C 0.27958 -5.28579 2.71777
C -1.09757 -5.00766 3.42091
N -0.99790 -5.52123 4.81524
C -1.17954 -2.10305 1.09894
N -2.20907 -2.71654 0.26512
P -3.45598 -3.53436 1.16852
O -4.76263 -3.08429 0.59691
O -3.49007 -3.17156 2.77879
O -3.39311 -5.18649 0.88289
H -6.45958 5.60926 -3.14393
H -5.41673 5.85813 -4.61278
H -4.73277 6.06071 -2.90785
H -5.38943 3.55872 -2.47912
H -5.77228 3.43192 -4.29694
H -2.97844 3.95286 -2.99389
H -3.28220 4.09414 -4.78871
H -2.48650 1.64686 -3.62084
H -3.50343 1.75566 -5.12173
H -5.09764 0.74010 -4.14481
H -3.55006 -1.25077 -4.09662
H -2.47714 -2.99668 -2.46754
H -4.34456 1.47006 -0.70158
H -1.98763 1.00959 3.85250
H -0.27896 1.47976 4.20909
H -0.07351 2.71422 2.08062
H -1.71595 2.09844 1.49007
H -1.23209 4.54450 2.84089
H -2.85816 3.72219 2.71806
H -1.82785 3.50943 4.19250
H 1.32092 0.41998 4.59746
H 2.72858 -0.57001 4.10630
H 3.23033 1.78974 3.67197
H 1.63580 2.08633 2.88968
H 2.79733 1.97779 0.90508
H 2.63886 0.19461 1.00969
H 5.66689 0.33597 3.36138
H 2.62101 -2.74185 4.19792
H 4.18871 -2.50700 3.60022
H 3.68372 -3.65845 0.84077
H -0.15438 -3.93540 -0.50378
H 1.56100 -3.85885 0.00493
H 1.06758 -6.03531 0.83067
H -0.71191 -5.84025 0.82306
H 1.03090 -4.57606 3.14685
H 0.59838 -6.31503 3.05837
H -1.95997 -5.48550 2.89753
H -1.19206 -3.88468 3.50392
H -1.90743 -5.75846 5.20440
H -0.48046 -4.87843 5.41163
H -3.65700 -4.01508 3.25381
H -3.33327 -5.23891 -0.09319
C 5.07717 2.07113 -2.29744
O 5.90059 2.24426 -3.44441
C 5.36397 1.61565 -4.60112
C 4.72627 2.63012 -5.53566
O 3.54921 3.19257 -4.96431
C 3.76504 4.49926 -4.45634
H 5.45071 2.71902 -1.51041
H 4.03675 2.33841 -2.50593
H 5.13146 1.03476 -1.95195
H 4.64832 0.83418 -4.32600
H 6.20118 1.13830 -5.12097
H 4.42015 2.11801 -6.45382
H 5.44149 3.41248 -5.80802
H 3.88582 5.20735 -5.28346
H 4.63977 4.54032 -3.80317
H 2.88546 4.78674 -3.87941

---

No. 2
90
Properties=species:S:1:pos:R:3 method="wB97M-V/def2-TZVPD" spin_multiplicity=2 charge=+2 homo_energy_ev="-13.44 / -13.44" relative_energy_kj_mol=21.5
N -5.16810 2.01182 -3.03901
C -4.75714 2.47086 -1.85347
C -3.49755 2.16796 -1.33433
C -2.57897 1.49812 -2.16378
C -3.03226 1.02701 -3.40306
C -4.34286 1.29987 -3.79903
C -1.14767 1.53740 -1.84117
Cu 0.09976 0.07038 -1.68755
P 2.77460 -0.51455 -1.25241
C -0.23408 1.46840 -2.94764
C 0.76393 2.52139 -3.20972
C 1.45662 2.44566 -4.41908
C 2.66691 3.12771 -4.56915
C 3.18578 3.80759 -3.45725
C 2.36702 4.08221 -2.35209
C 1.07419 3.55422 -2.30219
Br 4.95938 4.27643 -3.42094
H -0.92679 2.16917 -0.97782
H -0.54223 0.98696 -3.89063
H -3.20030 2.47474 -0.33782
H -2.40173 0.47433 -4.09484
H -5.42666 3.12723 -1.28631
H -4.65192 0.93898 -4.78595
H 1.08076 1.81488 -5.21357
H 0.33409 3.89584 -1.57088
H 3.22290 3.10142 -5.48885
H 2.75260 4.71626 -1.55488
P -0.96148 -2.02811 -1.56362
C 3.46845 1.12685 -0.80221
C 4.94029 1.36609 -1.19304
H 3.36040 1.27157 0.28904
H 2.82132 1.85187 -1.32718
H 5.24348 2.37080 -0.85533
H 5.61498 0.63708 -0.71627
H 5.08285 1.33485 -2.28480
C 2.37602 -0.43631 -3.01378
C 3.28740 -1.13739 -4.03451
H 2.32575 0.64700 -3.20927
H 1.34958 -0.85724 -3.11402
H 2.87342 -0.96702 -5.03642
H 4.30794 -0.74834 -4.03043
H 3.34057 -2.21539 -3.86140
C 1.89719 -0.98721 0.25588
C 2.79249 -1.20321 1.46742
H 1.37700 -1.91780 0.00647
H 1.15036 -0.19348 0.41886
H 2.19499 -1.49038 2.33399
H 3.51004 -2.00407 1.27368
H 3.36187 -0.31504 1.74424
C -1.00348 -2.99973 0.00124
C -1.63715 -4.39548 0.06413
H -1.49780 -2.32548 0.71561
H 0.04949 -3.08702 0.30144
H -2.72516 -4.39214 -0.10173
H -1.16139 -5.10201 -0.63450
H -1.48207 -4.79991 1.07413
C -0.36465 -3.23860 -2.82612
C -0.56825 -2.90248 -4.30733
H -0.86586 -4.18330 -2.58522
H 0.71202 -3.36439 -2.61773
H -1.61911 -3.01213 -4.60697
H -0.21345 -1.89365 -4.56403
H 0.01380 -3.61078 -4.91349
C -2.74000 -1.91420 -2.02697
C -3.64514 -1.41562 -0.90271
H -3.03195 -2.91159 -2.38338
H -2.78188 -1.24036 -2.89397
H -4.56570 -1.01597 -1.33633
H -3.93268 -2.23231 -0.23054
H -3.17318 -0.61660 -0.32174
C -2.73182 -1.22058 3.13004
N -1.64681 -0.35825 3.54327
C -1.61635 0.00786 4.94655
C -1.01187 0.36498 2.57020
O -1.36719 0.29794 1.37575
N 0.03873 1.16273 2.99188
C 0.99558 0.67904 3.96983
C 0.50671 2.17687 2.06937
H -3.19662 -1.63310 4.03433
H -2.36515 -2.05225 2.51074
H -3.49287 -0.66692 2.54817
H -0.89589 -0.61299 5.50154
H -1.35273 1.06715 5.05935
H -2.61363 -0.17059 5.36452
H 2.01619 0.75868 3.56503
H 0.94926 1.27343 4.89503
H 0.79543 -0.37152 4.20628
H 1.21651 1.77208 1.32048
H -0.34094 2.61675 1.52837
H 1.01701 2.97010 2.63880

---

No. 3
91
Properties=species:S:1:pos:R:3 method="wB97M-V/def2-TZVPD" spin_multiplicity=5 charge=+2 homo_energy_ev="-13.31 / -13.48" relative_energy_kj_mol=0.0
N -5.32190 -0.95922 2.99100
C -4.41063 -0.22072 3.63618
C -3.52945 0.63600 2.97301
C -3.50119 0.63737 1.55546
C -4.52276 -0.09488 0.89219
C -5.40617 -0.85982 1.66220
C -2.46262 1.33296 0.83107
Cr 0.23415 0.33772 -0.27190
P 2.23240 0.52125 -1.54785
C -2.25770 1.18050 -0.54047
C -1.75178 2.23329 -1.42573
C -1.90774 2.10502 -2.83415
C -1.01857 2.75925 -3.67446
C -0.05897 3.59068 -3.08104
C -0.06325 3.92753 -1.72728
C -0.99446 3.29267 -0.89992
Br 1.38215 4.24962 -4.20297
H -1.76043 1.93717 1.42308
H -2.71093 0.32770 -1.06619
H -2.89273 1.30658 3.55346
H -4.64726 -0.06143 -0.18967
H -4.39243 -0.31237 4.72566
H -6.20780 -1.42587 1.17619
H -2.70606 1.47578 -3.23783
H -1.10749 3.54959 0.15260
H -1.00895 2.59639 -4.75376
H 0.67249 4.63850 -1.34373
P -0.25521 -2.04004 -0.58289
C 2.74529 2.10468 -0.77539
C 3.51363 3.02769 -1.70184
H 3.33478 1.86486 0.12537
H 1.84005 2.62950 -0.42314
H 3.83036 3.92400 -1.15420
H 4.41353 2.57280 -2.12841
H 2.87656 3.37347 -2.52808
C 1.80126 0.71484 -3.29804
C 2.95325 0.85584 -4.28476
H 1.13599 1.58709 -3.34233
H 1.18041 -0.15725 -3.56126
H 2.52881 1.14920 -5.25330
H 3.67438 1.63368 -4.00167
H 3.48706 -0.09256 -4.41925
C 3.63093 -0.64440 -1.50076
C 4.97478 0.00816 -1.78936
H 3.40505 -1.43992 -2.22860
H 3.64792 -1.12713 -0.51150
H 5.75817 -0.75347 -1.70440
H 5.03324 0.42681 -2.80054
H 5.20215 0.80509 -1.07192
C 0.68439 -3.29530 0.35394
C 2.15410 -3.48455 -0.01739
H 0.13715 -4.24455 0.22753
H 0.58785 -3.00744 1.41402
H 2.42820 -4.54354 0.11311
H 2.37144 -3.21131 -1.06065
H 2.81819 -2.90091 0.64109
C -0.07654 -2.43196 -2.35921
C -1.15496 -1.77993 -3.23403
H -0.09974 -3.53254 -2.44940
H 0.93300 -2.09483 -2.65654
H -1.02609 -2.12275 -4.26942
H -2.16805 -2.05702 -2.90844
H -1.07985 -0.67869 -3.23302
C -2.00788 -2.36202 -0.15844
C -2.23391 -2.80895 1.28417
H -2.39976 -3.10574 -0.87383
H -2.55806 -1.42250 -0.33391
H -3.28908 -3.08065 1.41468
H -1.62069 -3.67668 1.56067
H -2.02437 -1.99216 1.99062
C 3.66765 -0.74633 2.65781
N 2.43989 -0.37174 3.36247
C 2.58861 -0.08655 4.78448
C 1.32424 -0.07384 2.66912
N 1.36325 -0.14846 1.34829
N 0.16098 0.35068 3.33032
C -0.50911 -0.54873 4.28176
C 0.12953 1.76856 3.68790
H 4.46542 -0.76543 3.40759
H 3.96225 -0.01442 1.88315
H 3.60370 -1.75820 2.22140
H 2.66138 0.99251 4.99177
H 1.77424 -0.52840 5.36722
H 3.52747 -0.55405 5.10783
H 2.26887 -0.52383 1.06266
H -0.70054 -0.03232 5.24044
H -1.47861 -0.86723 3.86420
H 0.09785 -1.45016 4.45432
H 0.38307 2.37597 2.80343
H -0.88075 2.02757 4.02807
H 0.82928 2.00296 4.51186

---

Results for calculated total energy: -3233.0747 -6310.3889 -5694.5757 (in hartree, following the order of the records).